{"formula": "C6H11N", "method": "the ωB97M-V functional and the def2-TZVPD basis", "symbols": ["C", "C", "N", "C", "C", "C", "C", "H", "H", "H", "H", "H", "H", "H", "H", "H", "H", "H"], "xyz": [[-0.162798, 2.722624, 1.470564], [-1.009765, 1.853946, 0.899551], [-1.314581, 0.533028, 1.168123], [-1.368456, -0.318873, -0.058522], [1.955496, -1.887401, -1.240738], [0.596383, -1.249341, -1.197112], [-0.225232, -1.265211, -0.169867], [0.731662, 2.453864, 2.008602], [-0.285765, 3.766137, 1.218399], [-1.542690, 2.288403, 0.053561], [-0.708935, 0.067878, 1.833631], [-1.516650, 0.388502, -0.871743], [-2.311998, -0.860744, -0.029024], [2.259932, -2.347878, -0.304930], [2.683985, -1.085030, -1.368469], [1.965419, -2.549464, -2.076294], [0.346917, -0.535907, -1.978533], [-0.092924, -1.974532, 0.642801]], "forces_ev_per_a": [[0.1, -0.4, -0.4], [0.4, 1.2, -0.1], [0.7, -0.8, -0.7], [-1.6, 0.2, 0.6], [-0.5, 0.8, 0.3], [0.8, 0.6, 0.4], [-0.3, 0.2, 0.0], [-0.3, -0.2, 0.7], [0.2, 0.0, -0.2], [-0.7, -0.3, 0.3], [0.0, 0.5, 0.3], [0.6, -0.3, -0.4], [-0.2, -0.3, 0.2], [-0.4, -0.4, 0.0], [0.1, 0.0, -0.4], [0.6, -0.7, -0.5], [0.2, -0.1, -0.2], [0.1, 0.1, 0.2]], "total_energy_ev": -7888.5590, "smiles": "C=CNC/C=C/C", "homo_ha": -0.2977, "orbital_gap_ev": 9.2244, "total_charge": 0}

=====

{"formula": "C6H11N", "method": "the ωB97M-V functional and the def2-TZVPD basis", "symbols": ["C", "C", "C", "C", "C", "C", "H", "H", "H", "H", "H", "H", "H", "H", "H", "H", "H", "N"], "xyz": [[-2.168694, 0.185121, 0.042841], [-0.643650, -0.054066, -0.096635], [0.104596, -0.836916, -1.122582], [1.409452, -0.591526, -0.109384], [1.559637, 0.844048, -0.063388], [0.304369, -0.718120, 1.082986], [-2.302288, 0.687884, 0.965265], [-2.781606, -0.683246, -0.004250], [-2.454602, 0.762870, -0.943614], [-0.219825, -1.876059, -1.269105], [0.401271, -0.151164, -2.088643], [2.348915, -1.037016, -0.000191], [1.873958, 1.076720, 1.015053], [2.257943, 1.295713, -0.927967], [-0.294735, 1.717084, 0.494376], [0.558713, -0.168823, 2.097086], [-0.011993, -1.725377, 1.176159], [0.058541, 1.272881, -0.248006]], "forces_ev_per_a": [[1.6, 0.5, -3.5], [1.1, 1.0, 1.9], [3.2, 1.3, -1.8], [-4.1, -1.3, 1.2], [-0.5, 3.5, -0.7], [0.3, 1.3, -1.2], [-0.6, 0.9, 0.6], [-0.2, -1.0, 0.3], [0.3, -0.5, 2.3], [0.4, 0.4, -0.2], [-1.4, -2.2, 1.8], [1.1, -1.6, -0.3], [0.2, 0.4, -1.8], [-1.6, -0.7, 2.1], [-0.8, 3.0, 3.6], [-0.8, -1.1, -2.0], [-0.1, -1.1, 0.7], [2.0, -2.7, -3.0]], "total_energy_ev": -7887.2384, "smiles": "C[C@]12C[C@H](CN1)C2", "homo_ha": -0.3222, "orbital_gap_ev": 9.7733, "total_charge": 0}

=====

{"formula": "C6H11N", "method": "the ωB97M-V functional and the def2-TZVPD basis", "symbols": ["C", "C", "C", "N", "H", "H", "H", "H", "H", "C", "C", "C", "H", "H", "H", "H", "H", "H"], "xyz": [[-1.245119, 2.902593, -0.761730], [-1.560972, 3.218155, -2.064420], [-0.735932, 0.597790, -0.645663], [-0.534517, 1.819855, -0.446269], [-1.503141, 3.567886, 0.053550], [-1.242255, 2.602806, -2.895297], [-2.188119, 4.076002, -2.257134], [0.046171, -0.155311, -0.553438], [-1.711559, 0.193137, -0.911672], [0.581213, -2.654721, 1.926332], [1.074853, -2.147185, 0.604509], [2.138514, -1.372898, 0.467933], [0.243492, -3.687120, 1.877271], [1.358177, -2.628417, 2.689659], [-0.240215, -2.036217, 2.294505], [0.379040, -2.324632, -0.213316], [2.415062, -0.930714, -0.480769], [2.725310, -1.041008, 1.315943]], "forces_ev_per_a": [[0.5, 0.4, 0.5], [0.0, 0.0, -0.1], [0.7, -0.9, 0.1], [-1.3, -0.1, -0.9], [0.0, 0.0, 0.1], [0.1, 0.0, 0.0], [0.0, 0.1, 0.0], [0.3, 0.3, 0.2], [-0.3, 0.3, 0.1], [0.3, -0.1, 0.3], [-0.6, 0.3, 0.6], [0.0, 0.5, -0.3], [-0.2, 0.0, -0.1], [0.1, 0.1, -0.1], [-0.1, -0.1, -0.1], [0.4, -0.3, -0.3], [0.1, -0.1, -0.1], [0.1, -0.3, 0.1]], "total_energy_ev": -7879.5817, "homo_ha": [-0.4711, -0.4706], "s2": 0.7741, "orbital_gap_ev": [7.7422, 4.7153], "multiplicity": 2, "total_charge": 1}